(1)
11
Properties=species:S:1:pos:R:3:forces:R:3:lowdin_charge:R:1 method="wB97M-V/def2-TZVPD" homo_energy_ha="-0.277 / -0.263" lumo_energy_ev="0.20 / 0.15" de_lowest_ev=0.0000 multiplicity=1 charge=0
I -3.716 0.001 0.016 -0.244 0.147 -0.019 0.856
C -0.706 -1.064 -0.045 1.781 1.565 0.691 -0.084
C -0.641 1.035 0.030 -3.082 -3.106 0.405 -0.033
C 0.369 -0.195 0.076 -3.892 0.536 -0.618 -0.298
C -1.688 0.064 0.059 2.667 2.440 -0.496 -0.829
C 1.787 -0.027 0.074 0.533 -1.318 -1.904 -0.075
H -0.684 2.091 -0.115 0.382 0.460 0.139 0.073
H 2.055 0.732 0.772 0.500 0.117 1.054 0.067
H -0.915 -2.086 -0.190 0.279 -1.095 0.040 0.075
H 1.978 0.539 -0.931 0.364 -1.577 1.275 0.132
H 2.161 -1.090 0.254 0.711 1.832 -0.568 0.115

---

(2)
14
Properties=species:S:1:pos:R:3:forces:R:3:lowdin_charge:R:1 method="wB97M-V/def2-TZVPD" homo_energy_ha=-0.326 lumo_energy_ev=0.38 de_lowest_ev=0.0000 multiplicity=1 charge=0
I -1.488 -2.934 1.328 -0.280 -0.297 0.004 0.932
I 3.963 1.296 -1.626 -0.042 -0.025 -0.112 0.358
O -0.931 0.128 1.744 -0.870 -1.402 -0.006 0.018
N 0.223 0.602 -0.075 -0.480 -1.203 -0.853 0.158
C -0.634 -0.213 0.479 0.270 0.436 -0.231 -0.452
C -1.241 -1.417 -0.062 0.227 0.164 -1.027 -0.735
C -1.414 -1.570 -1.373 0.048 -2.792 -0.642 -0.035
C 0.498 1.503 0.883 -2.211 -1.813 2.060 -0.117
C -0.203 1.193 2.007 0.890 0.410 -2.179 -0.084
H -0.363 1.655 2.901 -0.156 1.060 2.239 0.099
H -1.660 -2.566 -1.876 -0.050 1.276 1.314 0.085
H -1.088 -0.912 -2.143 0.057 1.238 0.090 0.057
H 3.228 0.951 -3.017 0.036 0.029 0.137 -0.345
H 1.110 2.284 0.830 2.560 2.920 -0.795 0.061

---

(3)
12
Properties=species:S:1:pos:R:3:forces:R:3:lowdin_charge:R:1 method="wB97M-V/def2-TZVPD" homo_energy_ha=-0.320 lumo_energy_ev=0.35 de_lowest_ev=1.8546 multiplicity=1 charge=0
I 0.128 1.242 -2.467 -0.026 0.628 -0.358 0.837
O 2.253 -2.507 1.578 -0.138 0.698 -1.121 0.153
C -0.642 1.413 -0.493 2.471 0.805 -0.151 -0.660
C 0.097 0.416 0.469 -1.058 -1.428 1.398 -0.292
C -1.314 0.183 -0.083 -0.280 0.257 0.107 -0.234
C 1.030 -0.789 0.236 0.195 -0.503 -3.482 -0.094
C 1.743 -1.699 0.897 -1.292 1.280 1.172 -0.186
H 0.179 0.701 1.505 -0.307 0.608 0.113 0.119
H 0.959 -1.090 -0.888 0.462 0.246 1.920 0.097
H -1.321 -0.524 -0.867 0.276 -0.846 -0.750 0.054
H -0.810 2.508 -0.190 0.095 -2.133 -0.258 0.108
H -2.303 0.145 0.303 -0.397 0.388 1.409 0.098

---

How do the records compare in max |F|? In the order shown, they have 4.4, 4.0, 3.5 eV Å⁻¹.